Entry 1:
# C3H4BrNS

C3H4BrNS as an isolated structure in a non-equilibrium geometry (ωB97M-V/def2-TZVPD, OMol25).

XYZ file:
```
10
Properties=species:S:1:pos:R:3:mulliken_charge:R:1
C -0.48 1.19 0.10 -0.164
C -1.43 0.84 0.88 -0.513
C 0.50 0.30 -0.79 -0.556
N 0.89 -1.88 0.95 -0.208
S 1.54 -0.49 0.50 0.158
Br 0.26 -3.09 -0.38 -0.054
H -0.01 2.10 0.00 0.280
H -2.33 0.68 1.40 0.407
H -0.03 -0.56 -1.37 0.286
H 1.09 0.90 -1.28 0.364
```

The calculation puts the HOMO-LUMO gap (spin up / spin down) at 7.2178 / 8.1810 eV. Its spin multiplicity is 1. As for the total energy: -85537.3170 eV. The max |F| comes out at 7.828 eV/A. The calculation puts the HOMO energy (spin up / spin down) at -0.308 / -0.307 Eh. The LUMO energy (spin up / spin down) is -1.170 / -0.171 eV.

***

Entry 2:
# C7H18FeHg2NO8

C7H18FeHg2NO8 as an isolated structure in a non-equilibrium geometry (ωB97M-V/def2-TZVPD, OMol25).

XYZ file:
```
37
Properties=species:S:1:pos:R:3:mulliken_spin:R:1
Hg 1.29 -1.90 0.41 0.878
Hg 1.53 1.93 1.96 0.068
Fe 2.78 0.56 -0.82 3.841
O 3.24 2.18 0.43 0.028
H 4.03 2.74 0.58 0.004
O -0.28 1.07 2.90 0.027
H -0.96 1.77 2.94 -0.002
O 1.03 0.38 0.28 -0.002
H 0.07 0.39 0.43 0.016
O 3.67 -0.74 0.64 0.053
C 4.23 -1.02 1.92 0.038
C 3.70 -0.24 3.22 -0.017
O 2.31 0.04 3.39 -0.021
H 5.29 -0.79 1.97 0.008
H 4.04 -2.06 2.18 0.012
H 4.25 0.63 3.58 0.001
H 3.83 -0.78 4.15 -0.004
O -0.64 -2.86 -0.78 0.058
C -0.18 -2.88 -2.10 -0.003
C 0.75 -1.66 -2.65 -0.021
O 1.96 -1.25 -1.93 0.026
H -1.02 -3.03 -2.77 0.015
H 0.41 -3.77 -2.28 -0.004
H 0.05 -0.83 -2.73 -0.003
H 0.93 -1.70 -3.72 0.001
C -4.23 1.44 0.57 0.000
O -5.41 1.70 0.87 0.000
N -3.92 1.26 -0.71 -0.001
C -4.84 1.37 -1.91 0.000
C -2.57 0.79 -1.07 -0.006
H -3.45 1.36 1.34 0.001
H -4.24 1.56 -2.80 0.000
H -5.66 2.08 -1.83 0.000
H -5.42 0.45 -2.01 0.000
H -1.83 1.29 -0.45 0.006
H -2.41 -0.28 -1.06 0.004
H -2.32 0.79 -2.13 -0.001
```

As for the expectation value of S²: 8.7707. Its total charge is -2. The calculation puts the HOMO-LUMO gap (spin up / spin down) at 3.7565 / 5.2669 eV. Its spin multiplicity is 6. As for the total energy: -68150.4262 eV. The max |F| comes out at 3.213 eV/A. The calculation puts the HOMO energy (spin up / spin down) at 0.024 / -0.034 Eh. The LUMO energy (spin up / spin down) is 4.404 / 4.344 eV.

***

Entry 3:
# C34H39CaIN8O2

C34H39CaIN8O2 as an isolated structure in a non-equilibrium geometry (ωB97M-V/def2-TZVPD, OMol25).

XYZ file:
```
85
Properties=species:S:1:pos:R:3:mulliken_charge:R:1
Ca 0.18 -0.69 -0.95 0.944
C 0.73 -3.00 1.23 -1.259
N -0.30 -2.74 0.22 0.511
C -1.61 -2.50 0.84 -0.924
C -2.62 -1.85 -0.09 0.906
C -3.95 -1.79 0.30 -1.090
C -4.87 -1.22 -0.56 -0.526
C -4.44 -0.74 -1.79 -0.796
C -3.09 -0.82 -2.09 -0.761
N -2.19 -1.35 -1.25 0.153
C -0.38 -3.82 -0.77 -0.553
C 0.82 -3.87 -1.69 0.403
C 1.50 -5.06 -1.91 -0.965
C 2.56 -5.08 -2.81 -0.482
C 2.90 -3.91 -3.45 -0.869
C 2.18 -2.76 -3.17 -0.175
N 1.16 -2.73 -2.31 -0.026
C 2.15 -2.61 0.85 0.783
C 3.21 -3.37 1.34 -1.049
C 4.51 -2.97 1.08 -0.596
C 4.71 -1.81 0.35 -1.060
C 3.60 -1.12 -0.10 -0.440
N 2.34 -1.50 0.13 0.772
H 0.73 -4.06 1.53 0.370
H 0.48 -2.42 2.12 0.332
H -1.46 -1.85 1.71 -0.157
H -2.04 -3.43 1.22 0.679
H -4.26 -2.20 1.25 0.535
H -5.92 -1.17 -0.29 0.474
H -5.13 -0.31 -2.51 0.509
H -2.71 -0.44 -3.03 0.663
H -1.26 -3.64 -1.39 0.462
H -0.51 -4.79 -0.27 0.338
H 1.19 -5.96 -1.39 0.459
H 3.10 -6.00 -3.00 0.453
H 3.72 -3.87 -4.16 0.448
H 2.42 -1.82 -3.66 0.357
H 3.01 -4.27 1.90 0.556
H 5.34 -3.55 1.44 0.450
H 5.71 -1.45 0.12 0.506
H 3.72 -0.22 -0.69 0.332
C -0.26 -0.03 3.68 -1.408
C -1.05 0.98 2.89 0.283
N -1.92 1.71 3.55 -0.738
C -2.69 2.58 2.88 -1.258
C -2.61 2.77 1.52 1.258
C -3.55 3.75 0.86 -1.133
O -2.89 4.84 0.24 -0.525
C -1.67 2.02 0.79 0.476
C -1.55 2.26 -0.65 -1.707
N -0.92 1.55 -1.51 0.284
C -1.01 1.98 -2.86 -0.290
C -2.21 2.41 -3.43 0.118
C -2.27 2.80 -4.76 -0.947
C -1.13 2.76 -5.55 -0.708
C 0.07 2.32 -5.01 -0.581
C 0.12 1.93 -3.68 0.064
I 1.96 1.30 -2.91 0.114
C -0.86 1.09 1.48 0.569
O 0.03 0.35 0.88 1.266
H 0.11 0.41 4.60 0.460
H 0.57 -0.43 3.10 0.154
H -0.91 -0.86 3.99 0.362
H -3.41 3.14 3.47 0.396
H -4.28 4.11 1.60 0.439
H -4.13 3.26 0.07 0.352
H -2.56 5.44 0.92 0.329
H -2.05 3.17 -0.99 1.299
H -3.10 2.42 -2.82 0.506
H -3.21 3.13 -5.18 0.427
H -1.17 3.06 -6.59 0.408
H 0.96 2.28 -5.62 0.439
N 2.58 3.66 4.76 -0.273
C 2.77 3.73 3.26 -0.729
C 2.37 2.41 2.62 0.286
N 2.09 2.62 1.23 -0.380
H 2.84 4.54 5.22 0.376
H 3.15 2.92 5.18 0.357
H 1.61 3.46 4.99 0.312
H 3.81 4.00 3.10 0.381
H 2.13 4.54 2.90 0.369
H 1.44 2.08 3.09 -0.261
H 3.12 1.64 2.84 0.282
H 2.91 2.76 0.66 0.294
H 1.52 1.87 0.85 -0.387
```

Its total charge is +2. The calculation puts the HOMO-LUMO gap at 7.4501 eV. Its spin multiplicity is 1. As for the total energy: -78438.0227 eV. The max |F| comes out at 1.260 eV/A. The calculation puts the HOMO energy at -0.454 Eh. The LUMO energy is -4.898 eV.

***

Entry 4:
# C26H45CdN2PSSi2

C26H45CdN2PSSi2 as an isolated structure (ωB97M-V/def2-TZVPD, OMol25).

XYZ file:
```
78
Properties=species:S:1:pos:R:3:mulliken_charge:R:1
Cd -0.16 0.53 0.10 0.877
C 1.36 -0.05 3.61 -1.419
Si -0.22 0.32 2.65 0.199
C -1.23 1.39 3.84 -1.476
C -1.15 -1.36 2.67 0.328
C -1.37 -1.90 3.95 -0.328
C -1.99 -3.12 4.15 -0.783
C -2.42 -3.85 3.05 -0.756
C -2.22 -3.34 1.78 -0.195
C -1.60 -2.10 1.55 0.194
Si -1.44 -1.61 -0.31 -0.138
C -0.60 -3.11 -1.09 -1.246
C -3.22 -1.65 -0.92 -0.922
H 1.13 -0.22 4.67 0.562
H 2.08 0.78 3.56 0.401
H 1.86 -0.94 3.23 0.406
H -1.07 1.04 4.87 0.469
H -2.30 1.32 3.64 0.373
H -0.95 2.44 3.82 0.372
H -1.04 -1.34 4.82 0.158
H -2.14 -3.50 5.15 0.391
H -2.90 -4.81 3.18 0.390
H -2.57 -3.93 0.93 0.218
H -1.34 -3.90 -1.30 0.439
H 0.14 -3.53 -0.42 0.360
H -0.11 -2.87 -2.04 0.396
H -3.60 -2.67 -0.91 0.504
H -3.32 -1.26 -1.94 0.193
H -3.86 -1.05 -0.27 0.260
N -2.90 2.42 1.23 -0.293
C -2.82 2.36 -0.11 0.295
S -1.45 2.98 -0.90 -0.385
N -3.91 1.83 -0.70 -0.086
C -4.20 1.44 -2.04 0.652
C -3.38 1.68 -3.14 -0.387
C -3.78 1.22 -4.39 -0.750
C -4.98 0.55 -4.56 -0.506
C -5.80 0.33 -3.46 -0.660
C -5.41 0.77 -2.21 -0.246
H -2.07 2.71 1.72 0.221
H -3.57 1.88 1.74 0.262
H -4.63 1.54 -0.06 0.214
H -2.45 2.20 -3.02 0.303
H -3.14 1.41 -5.24 0.378
H -5.28 0.20 -5.54 0.399
H -6.73 -0.20 -3.57 0.367
H -6.04 0.58 -1.35 0.284
C 2.71 0.00 -3.28 -1.549
C 3.49 0.73 -2.17 0.535
C 4.93 0.24 -2.13 -1.468
P 2.51 0.67 -0.60 0.282
C 3.06 2.15 0.37 1.269
C 2.19 3.36 -0.01 -1.404
C 4.53 2.55 0.27 -1.737
C 3.03 -0.77 0.43 2.358
C 4.37 -0.73 1.15 -1.691
C 2.84 -2.08 -0.35 -1.532
H 3.17 0.19 -4.25 0.465
H 1.67 0.33 -3.33 0.370
H 2.71 -1.08 -3.12 0.274
H 3.48 1.80 -2.41 0.483
H 4.98 -0.83 -1.94 0.227
H 5.54 0.75 -1.39 0.238
H 5.39 0.41 -3.11 0.479
H 2.82 1.88 1.41 -0.262
H 2.35 3.64 -1.06 0.275
H 2.45 4.22 0.61 0.471
H 1.13 3.16 0.12 0.093
H 4.78 2.88 -0.74 0.335
H 5.21 1.75 0.56 0.311
H 4.72 3.40 0.94 0.473
H 2.25 -0.75 1.20 -1.583
H 5.21 -0.68 0.45 0.249
H 4.49 -1.65 1.73 0.515
H 4.44 0.10 1.84 0.380
H 3.63 -2.23 -1.08 0.219
H 1.88 -2.09 -0.88 0.114
H 2.85 -2.93 0.33 0.523
```

The calculation puts the HOMO-LUMO gap at 6.9267 eV. Its spin multiplicity is 1. As for the total energy: -71117.6892 eV. The max |F| comes out at 0.709 eV/A. The calculation puts the HOMO energy at -0.236 Eh. The LUMO energy is 0.515 eV.

***

Entry 5:
# C8H14HgN2PS

C8H14HgN2PS as an isolated structure in a non-equilibrium geometry (ωB97M-V/def2-TZVPD, OMol25).

XYZ file:
```
27
Properties=species:S:1:pos:R:3:mulliken_charge:R:1
C -3.47 -0.44 0.00 -1.118
C -3.27 0.36 -1.22 -0.818
C -2.67 1.56 -0.84 -0.181
C -2.50 1.53 0.62 -1.402
C -3.13 0.35 1.14 -0.825
Hg -1.21 -0.21 -0.06 0.262
P -0.52 -2.30 -0.61 -0.433
H -3.97 -1.42 0.03 0.610
H -3.50 0.04 -2.24 0.596
H -2.36 2.37 -1.49 0.501
H -3.24 0.07 2.18 0.640
H -2.12 2.36 1.23 0.761
H 0.65 -2.41 -1.40 0.136
H -1.41 -3.12 -1.35 0.023
H -0.20 -3.18 0.46 0.008
S 0.15 1.76 0.35 -0.947
C 1.56 0.96 0.31 0.284
N 2.25 0.55 1.45 0.127
C 3.50 -0.06 1.06 -0.992
C 3.51 0.01 -0.49 -1.087
N 2.28 0.67 -0.85 0.139
H 1.92 0.67 2.42 0.492
H 3.54 -1.11 1.41 0.440
H 4.34 0.52 1.49 0.321
H 3.54 -1.01 -0.93 0.568
H 4.38 0.61 -0.85 0.360
H 1.98 0.89 -1.81 0.533
```

Its total charge is -1. The calculation puts the HOMO-LUMO gap (spin up / spin down) at 3.2023 / 3.2011 eV. Its spin multiplicity is 1. As for the total energy: -35795.0067 eV. The max |F| comes out at 4.061 eV/A. The calculation puts the HOMO energy (spin up / spin down) at 0.004 / 0.004 Eh. The LUMO energy (spin up / spin down) is 3.310 / 3.310 eV.

***

Entry 6:
# C4H9NO

A 2-piece molecular cluster, C4H9NO overall in a non-equilibrium geometry (ωB97M-V/def2-TZVPD, OMol25).

XYZ file:
```
15
Properties=species:S:1:pos:R:3:mulliken_charge:R:1
C -2.20 0.48 0.26 -1.209
C -1.05 -0.05 -0.55 0.392
N 0.03 0.98 -0.66 -0.594
C 0.22 -0.19 0.12 -0.284
C 1.01 -0.54 1.14 -0.523
O 2.77 -0.73 -0.52 -0.664
H -2.82 -0.31 0.69 0.311
H -1.79 1.10 1.07 0.316
H -2.81 1.12 -0.38 0.309
H -1.30 -0.61 -1.45 0.403
H 0.48 0.91 -1.58 0.270
H 1.82 -0.89 -0.67 0.432
H 1.04 -1.53 1.56 0.259
H 1.74 0.17 1.53 0.248
H 2.79 0.23 -0.45 0.334
```

As for the structure (SMILES): C=C1N[C@@H]1C.O. The calculation puts the HOMO-LUMO gap at 9.7212 eV. Its spin multiplicity is 1. As for the total energy: -7828.5111 eV. The max |F| comes out at 1.338 eV/A. The calculation puts the HOMO energy at -0.324 Eh. The LUMO energy is 0.909 eV.

***

Entry 7:
# C45H45LaN8O8PS2

C45H45LaN8O8PS2 as an isolated structure in a non-equilibrium geometry (ωB97M-V/def2-TZVPD, OMol25).

XYZ file:
```
110
Properties=species:S:1:pos:R:3:mulliken_charge:R:1
La -0.45 -0.34 -1.77 2.343
O -7.56 1.61 -2.76 -0.719
C -6.95 1.85 -1.71 0.270
O -7.36 2.31 -0.63 -0.728
C -5.47 1.42 -1.69 0.371
C -4.56 2.00 -0.81 -0.988
C -3.26 1.56 -0.78 -0.572
N -2.82 0.55 -1.55 0.630
C -3.68 -0.01 -2.41 0.469
C -5.00 0.41 -2.53 -0.695
C -3.16 -1.18 -3.23 0.105
O -3.84 -1.71 -4.08 -0.730
O -1.94 -1.54 -2.90 -0.696
H -4.91 2.77 -0.14 0.566
H -2.54 1.97 -0.08 0.445
H -5.66 -0.06 -3.24 0.611
C -1.34 -5.16 -0.32 -1.951
C -2.21 -4.08 0.33 1.942
C -2.85 -4.64 1.61 -1.742
C -3.33 -3.74 -0.66 -1.833
P -1.18 -2.53 0.63 0.575
C -2.23 -1.60 1.81 2.202
C -3.40 -1.04 1.31 -0.446
C -4.28 -0.33 2.12 -1.197
C -3.98 -0.15 3.47 -0.936
C -2.82 -0.69 3.98 -0.807
C -1.96 -1.41 3.17 -0.565
C 0.39 -3.02 1.51 2.795
C 0.25 -3.96 2.72 -2.198
C 1.32 -3.71 0.49 -2.199
C 1.12 -1.71 1.90 -1.602
H -1.99 -5.94 -0.70 0.586
H -0.65 -5.62 0.40 0.298
H -0.76 -4.78 -1.16 0.266
H -3.47 -5.49 1.34 0.537
H -3.49 -3.90 2.09 0.276
H -2.11 -4.98 2.34 0.271
H -3.88 -4.67 -0.87 0.597
H -2.95 -3.35 -1.60 0.302
H -4.06 -3.04 -0.25 0.352
H -3.65 -1.12 0.27 -0.044
H -5.17 0.10 1.69 0.565
H -4.65 0.42 4.10 0.374
H -2.56 -0.55 5.02 0.398
H -1.06 -1.80 3.62 0.093
H 0.01 -4.97 2.39 0.401
H -0.50 -3.66 3.44 0.309
H 1.21 -4.01 3.23 0.532
H 1.11 -4.77 0.38 0.370
H 2.36 -3.60 0.82 0.559
H 1.26 -3.26 -0.51 0.051
H 0.53 -1.00 2.47 -0.039
H 1.48 -1.20 1.01 -0.375
H 2.00 -1.97 2.49 0.880
O 3.12 -3.59 -2.25 -0.645
S 3.19 -2.16 -2.21 1.022
O 3.61 -1.54 -0.98 -0.583
N 1.77 -1.51 -2.73 -0.309
C 1.88 -0.88 -3.90 0.787
S 0.65 -0.06 -4.66 -0.404
C 3.28 -0.95 -4.45 -0.110
C 3.75 -0.46 -5.66 -0.701
C 5.10 -0.63 -5.94 -0.543
C 5.95 -1.27 -5.04 -0.581
C 5.48 -1.77 -3.84 -0.721
C 4.13 -1.58 -3.57 0.180
H 3.08 0.03 -6.34 0.505
H 5.50 -0.27 -6.88 0.407
H 7.00 -1.39 -5.30 0.399
H 6.12 -2.28 -3.14 0.489
N 2.71 4.49 -4.83 -0.395
C 2.11 3.63 -3.96 0.593
N 2.87 2.66 -3.43 -0.098
N 0.84 3.86 -3.72 -0.822
C 0.15 2.93 -3.11 0.510
N -0.57 2.16 -2.62 -0.316
H 3.71 4.55 -4.89 0.209
H 2.15 5.23 -5.19 0.262
H 3.74 2.43 -3.87 0.301
H 2.49 2.01 -2.75 -0.008
O 1.87 1.04 -1.26 -0.868
C 1.42 1.37 -0.15 -0.885
N 2.11 2.05 0.80 0.240
C 1.25 2.38 1.92 3.190
C -0.06 1.68 1.45 -2.537
O -1.08 1.71 2.09 -0.570
N 0.16 1.07 0.26 1.605
C 1.69 1.73 3.22 -0.043
C 2.83 0.95 3.30 -0.089
C 3.17 0.35 4.51 -0.762
C 2.38 0.52 5.63 -0.528
C 1.23 1.30 5.54 -0.897
C 0.89 1.91 4.34 -0.080
C 1.10 3.89 2.03 -0.228
C 2.05 4.61 2.74 -0.282
C 2.00 6.00 2.79 -0.867
C 0.99 6.68 2.13 -0.474
C 0.03 5.96 1.43 -1.029
C 0.08 4.58 1.38 -0.275
H 2.98 2.51 0.58 0.377
H 3.43 0.77 2.43 0.367
H 4.06 -0.27 4.56 0.452
H 2.65 0.05 6.56 0.398
H 0.60 1.43 6.41 0.436
H -0.01 2.50 4.27 0.467
H 2.83 4.09 3.27 0.442
H 2.74 6.54 3.35 0.397
H 0.94 7.76 2.17 0.390
H -0.77 6.48 0.91 0.445
H -0.68 4.05 0.83 0.496
```

Its total charge is -1. The calculation puts the HOMO-LUMO gap at 6.5085 eV. Its spin multiplicity is 1. As for the total energy: -107525.8745 eV. The max |F| comes out at 1.181 eV/A. The calculation puts the HOMO energy at -0.188 Eh. The LUMO energy is 1.402 eV.

***

Entry 8:
# C7H16N2OS

An isolated ion of composition C7H16N2OS and charge +2 in a non-equilibrium geometry (ωB97M-V/def2-TZVPD, OMol25).

XYZ file:
```
27
Properties=species:S:1:pos:R:3:mulliken_charge:R:1
C -0.72 0.96 0.12 0.146
C 1.58 0.96 -0.32 0.169
C -3.67 -0.46 -0.79 -1.037
C 0.31 -1.93 0.24 -0.879
C 5.67 0.28 -0.80 -0.769
C -3.22 0.79 -0.03 -0.487
C 0.73 -0.76 1.19 -0.498
N -1.91 0.49 0.36 -0.143
N 0.51 0.42 0.39 0.269
O 2.75 0.55 -0.28 -0.463
S 4.38 -0.45 0.14 0.352
H -0.74 1.82 -0.58 0.291
H 1.51 1.80 -1.01 0.390
H -4.76 -0.27 -1.14 0.344
H -2.86 -0.55 -1.58 0.316
H -3.77 -1.39 -0.18 0.421
H -0.74 -1.95 0.07 0.292
H 0.84 -1.80 -0.73 0.304
H 0.52 -2.91 0.65 0.383
H 5.63 -0.06 -1.83 0.356
H 6.54 -0.18 -0.29 0.359
H 6.06 1.26 -0.47 0.378
H -3.69 1.04 0.92 0.327
H -3.21 1.71 -0.66 0.397
H 1.84 -0.94 1.45 0.124
H 0.26 -0.79 2.19 0.345
H -2.09 -0.46 0.86 0.312
```

As for the structure (SMILES): CC/[NH+]=C/[N+](=C/OSC)CC. Its total charge is +2. The calculation puts the HOMO-LUMO gap at 8.4652 eV. Its spin multiplicity is 1. As for the total energy: -23361.1269 eV. The max |F| comes out at 5.603 eV/A. The calculation puts the HOMO energy at -0.633 Eh. The LUMO energy is -8.769 eV.